Record 1
{
  "formula": "C37H49As2N4O8SV",
  "method": "ωB97M-V/def2-TZVPD",
  "symbols": ["V", "C", "C", "N", "C", "C", "N", "C", "C", "N", "H", "H", "H", "H", "H", "H", "H", "H", "H", "H", "H", "H", "H", "H", "H", "C", "C", "C", "C", "C", "C", "C", "C", "S", "C", "N", "C", "C", "C", "C", "C", "C", "C", "C", "H", "H", "H", "H", "H", "H", "H", "H", "H", "H", "H", "H", "H", "H", "H", "H", "C", "O", "C", "O", "C", "C", "As", "C", "C", "C", "As", "C", "C", "O", "O", "C", "C", "O", "O", "C", "C", "O", "O", "C", "H", "H", "H", "H", "H", "H", "H", "H", "H", "H", "H", "H", "H", "H", "H", "H", "H", "H"],
  "xyz": [[-0.374, 1.193, 0.986], [-1.203, 4.092, 0.831], [-2.066, 3.313, 1.827], [-1.205, 2.343, 2.556], [-0.201, 3.005, 3.438], [1.082, 2.195, 3.454], [1.389, 1.629, 2.103], [2.150, 2.522, 1.184], [1.296, 3.702, 0.753], [-0.071, 3.235, 0.354], [-1.812, 4.395, -0.019], [-0.804, 5.005, 1.269], [-2.563, 3.991, 2.523], [-2.842, 2.739, 1.317], [-1.808, 1.755, 3.125], [-0.042, 4.018, 3.079], [-0.598, 3.096, 4.449], [1.921, 2.801, 3.803], [0.973, 1.343, 4.119], [1.974, 0.816, 2.273], [3.068, 2.873, 1.661], [2.442, 1.914, 0.321], [1.208, 4.431, 1.554], [1.774, 4.211, -0.083], [-0.095, 3.240, -0.663], [3.346, 3.393, -2.769], [2.502, 3.161, -4.022], [2.190, 4.522, -4.663], [3.319, 2.303, -5.001], [1.191, 2.446, -3.708], [0.298, 2.157, -4.763], [-0.880, 1.475, -4.568], [-1.201, 1.087, -3.268], [-2.610, 0.235, -2.719], [-2.035, 0.307, -1.131], [-0.855, 0.906, -0.972], [-0.354, 1.372, -2.201], [0.855, 2.036, -2.428], [-2.726, -0.152, 0.062], [-4.005, -0.703, 0.047], [-4.592, -1.084, 1.241], [-3.910, -0.908, 2.442], [-2.645, -0.337, 2.459], [-2.034, 0.057, 1.267], [4.275, 3.890, -3.047], [3.615, 2.456, -2.274], [2.835, 4.051, -2.060], [3.121, 5.044, -4.884], [1.600, 5.150, -3.993], [1.644, 4.420, -5.600], [4.238, 2.825, -5.267], [2.775, 2.106, -5.925], [3.597, 1.348, -4.551], [0.549, 2.470, -5.767], [-1.538, 1.255, -5.398], [1.563, 2.166, -1.623], [-4.539, -0.835, -0.886], [-5.580, -1.524, 1.240], [-4.372, -1.219, 3.370], [-2.120, -0.246, 3.404], [1.329, -2.430, 5.720], [0.824, -2.841, 4.422], [0.263, -1.943, 3.673], [0.207, -0.741, 3.912], [-0.217, -2.424, 2.335], [-1.141, -3.334, 2.040], [-1.896, -3.760, 0.267], [-1.445, -5.659, 0.166], [-0.437, -3.108, -0.884], [0.378, -2.078, -0.651], [0.569, -1.222, 1.044], [2.453, -1.383, 1.513], [1.298, -1.395, -1.597], [1.934, -0.424, -1.212], [1.322, -1.884, -2.808], [2.216, -1.249, -3.758], [-0.386, -3.861, -2.190], [0.408, -4.736, -2.371], [-1.362, -3.484, -3.007], [-1.432, -4.228, -4.254], [-2.022, -4.037, 3.047], [-2.994, -4.628, 2.642], [-1.693, -3.889, 4.311], [-2.547, -4.586, 5.261], [1.935, -3.259, 6.065], [0.487, -2.264, 6.387], [1.919, -1.522, 5.625], [-2.120, -6.188, 0.833], [-0.406, -5.846, 0.426], [-1.627, -5.988, -0.855], [2.765, -2.385, 1.217], [2.578, -1.283, 2.591], [3.056, -0.659, 0.972], [2.135, -1.839, -4.663], [3.232, -1.271, -3.373], [1.894, -0.224, -3.926], [-2.285, -3.822, -4.786], [-1.573, -5.286, -4.046], [-0.513, -4.087, -4.817], [-2.112, -4.390, 6.234], [-2.542, -5.650, 5.040], [-3.561, -4.200, 5.198]],
  "lowdin_spin": [1.200, 0.001, 0.000, -0.009, 0.000, 0.000, -0.007, 0.002, 0.001, -0.005, 0.000, 0.000, 0.000, 0.000, 0.002, 0.000, 0.000, 0.000, 0.000, 0.002, 0.000, 0.001, 0.000, 0.000, 0.002, 0.000, 0.000, 0.000, 0.000, 0.001, -0.001, 0.000, -0.001, 0.003, 0.005, -0.010, 0.001, 0.000, -0.011, -0.002, -0.004, -0.003, -0.006, -0.064, 0.000, 0.000, 0.000, 0.000, 0.000, 0.000, 0.000, 0.000, 0.000, 0.000, 0.000, 0.000, 0.000, 0.000, 0.000, -0.001, 0.000, 0.000, 0.000, 0.002, -0.003, -0.005, -0.001, -0.002, -0.006, -0.006, -0.052, -0.015, 0.000, 0.000, 0.000, 0.000, -0.001, 0.000, 0.000, 0.000, 0.000, -0.001, 0.000, 0.000, 0.000, 0.000, 0.000, 0.000, 0.000, 0.000, -0.003, 0.000, 0.000, 0.000, 0.000, 0.000, 0.000, 0.000, 0.000, 0.000, 0.000, 0.000],
  "s2": 0.820,
  "e_lumo_ev": [-10.339, -9.515],
  "multiplicity": 2,
  "homo_energy_ha": [-0.5905, -0.5903],
  "charge": 3,
  "gap_ev": [5.728, 6.548]
}

Record 2
{
  "formula": "CH3F3P2",
  "method": "ωB97M-V/def2-TZVPD",
  "symbols": ["C", "F", "F", "F", "P", "P", "H", "H", "H"],
  "xyz": [[0.756, 0.055, -0.237], [1.706, -0.462, -1.013], [0.730, 1.357, -0.232], [2.021, 0.255, 2.034], [-1.392, -0.581, -1.514], [0.806, -0.676, 1.450], [-2.017, 0.531, -1.952], [-2.381, -0.809, -0.517], [-0.228, 0.330, 1.981]],
  "lowdin_charge": [-0.794, 0.000, 0.016, -0.395, 0.712, 0.906, -0.240, -0.198, -0.008],
  "e_lumo_ev": -0.818,
  "de_lowest_kj_mol": 165.1,
  "homo_energy_ha": -0.3281,
  "gap_ev": 8.110
}